--- 1 ---
A 2-piece molecular cluster, C7H14S overall. Source: the Open Molecules 2025 dataset; level of theory: ωB97M-V/def2-TZVPD.

Atoms and positions in Å:
C (-1.143, -1.309, 1.086)
C (-1.301, -0.666, -0.294)
C (-0.087, -0.088, -0.935)
C (1.004, -1.099, -0.656)
C (1.769, -0.063, 0.213)
C (0.819, 0.961, -0.339)
C (0.246, 1.914, 0.623)
H (-2.081, -1.510, 1.619)
H (-0.224, -0.667, 1.516)
H (-0.704, -2.470, 0.847)
H (-1.579, -1.535, -0.972)
H (-1.999, 1.882, -1.481)
H (-0.319, 0.205, -2.004)
H (0.802, -2.046, -0.102)
H (1.507, -1.618, -1.467)
H (1.654, -0.040, 1.384)
H (2.877, 0.016, -0.303)
H (1.129, 1.361, -1.328)
H (1.002, 2.659, 0.973)
H (-0.705, 2.407, 0.260)
H (0.060, 1.275, 1.591)
S (-2.727, 0.432, -0.232)

Total charge: 0
HOMO in eV: -8.8
2S+1: 1

---

--- 2 ---
An isolated molecule of C7H14S. Source: the Open Molecules 2025 dataset; level of theory: ωB97M-V/def2-TZVPD.

Atoms and positions in Å:
C (1.421, 1.391, -0.475)
C (-1.778, -0.596, 0.616)
C (2.468, 0.455, -0.081)
C (1.963, -0.615, 0.867)
C (0.755, -1.240, 0.227)
C (-2.889, 0.439, 0.691)
C (-0.879, 0.086, -1.922)
S (-0.440, 0.185, -0.184)
H (1.127, 2.201, 0.339)
H (-1.485, -0.704, 1.719)
H (3.079, 0.100, -0.940)
H (3.380, 0.957, 0.467)
H (2.751, -1.385, 1.039)
H (1.687, -0.176, 1.889)
H (1.023, -1.768, -0.734)
H (0.110, -1.773, 1.084)
H (-3.711, 0.076, 1.342)
H (-2.432, 1.395, 1.001)
H (-3.277, 0.614, -0.221)
H (-1.542, 0.992, -2.079)
H (-0.061, 0.244, -2.533)
H (-1.270, -0.880, -2.111)

SMILES string: CC=[S@@]1(C)=CCCC1
Total charge: 0
HOMO (spin up / spin down) in eV: -6.9 / -6.9
2S+1: 1

---

Most favorable structure: 1. The second most favorable one is 0.0798 hartree above it.

---

--- 1 ---
C10H12N as an isolated structure. Source: the Open Molecules 2025 dataset; level of theory: ωB97M-V/def2-TZVPD.

Atoms and positions in Å:
C (-3.266, -0.152, 0.066)
C (-2.831, 1.178, -0.164)
C (-2.306, -1.139, 0.054)
C (-1.429, 1.325, -0.118)
C (-0.938, -0.878, -0.040)
C (1.356, -0.801, -0.059)
C (0.834, 0.459, 0.007)
C (0.204, -1.771, -0.002)
C (2.769, -1.196, 0.047)
C (1.817, 2.238, 0.177)
N (-0.534, 0.381, -0.072)
H (-4.400, -0.254, 0.139)
H (-3.578, 1.985, -0.198)
H (-2.487, -2.285, -0.116)
H (-0.909, 2.274, -0.365)
H (0.388, -2.350, 0.908)
H (0.180, -2.610, -0.748)
H (3.080, -1.281, 1.041)
H (3.346, -0.571, -0.588)
H (2.849, -2.205, -0.357)
H (1.381, 2.738, 0.943)
H (1.613, 2.730, -0.760)
H (2.861, 2.184, 0.204)

Total charge: +1
HOMO in eV: -13.1
2S+1: 1

---

--- 2 ---
An isolated ion of composition C10H12N and charge +1. Source: the Open Molecules 2025 dataset; level of theory: ωB97M-V/def2-TZVPD.

Atoms and positions in Å:
C (1.562, 1.409, 0.501)
C (0.297, 1.918, 0.158)
C (1.758, 0.120, 0.672)
C (0.154, 1.068, -1.076)
C (0.893, -1.900, -0.593)
C (0.142, -1.304, -1.598)
C (0.202, -1.476, 1.723)
C (-1.815, -0.261, -0.345)
C (0.843, -1.087, 0.649)
C (-0.570, -0.126, -1.042)
N (-2.585, 0.617, 0.089)
H (2.507, 2.177, 0.415)
H (0.406, 2.988, -0.103)
H (2.791, -0.272, 0.769)
H (0.847, 1.164, -1.838)
H (1.594, -2.707, -0.881)
H (0.043, -1.673, -2.605)
H (0.229, -0.711, 2.609)
H (-0.488, -2.325, 1.767)
H (-2.175, -1.288, -0.389)
H (-2.630, 1.588, -0.177)
H (-0.546, 1.876, 0.966)
H (-3.459, 0.203, 0.327)

SMILES string: C=C1/C=C\C/C=C(C=[NH2+])/C=C/1
Total charge: +1
HOMO in eV: -12.9
2S+1: 1

---

Most favorable structure: 1. The second most favorable one is 0.0781 hartree above it.

---

--- 1 ---
An isolated molecule of C3H5ClN2O. Source: the Open Molecules 2025 dataset; level of theory: ωB97M-V/def2-TZVPD.

Atoms and positions in Å:
C (-0.282, -1.072, -0.449)
C (-0.008, -0.276, 0.622)
C (0.457, 1.112, 0.617)
H (-0.595, -2.874, -1.356)
H (-0.691, -2.851, 0.439)
H (-0.213, -0.579, -1.418)
H (0.908, 1.568, 1.509)
H (0.373, 3.510, -1.068)
N (-0.758, -2.369, -0.471)
N (0.211, 1.783, -0.410)
O (0.709, 3.063, -0.235)
Cl (-0.113, -1.014, 2.220)

SMILES string: N/C=C(Cl)/C=N/O
Total charge: 0
HOMO in eV: -8.0
2S+1: 1

---

--- 2 ---
An isolated molecule of C3H5ClN2O. Source: the Open Molecules 2025 dataset; level of theory: ωB97M-V/def2-TZVPD.

Atoms and positions in Å:
C (-0.844, 0.813, 0.166)
C (0.086, 0.074, 0.672)
C (0.735, -1.067, 0.024)
H (-2.377, 2.136, 0.573)
H (-0.957, 2.274, 1.584)
H (-1.221, 0.506, -0.839)
H (1.417, -1.618, 0.625)
H (1.488, -2.198, -2.651)
N (-1.383, 1.947, 0.666)
N (0.685, -1.263, -1.253)
O (1.404, -2.381, -1.592)
Cl (0.967, 0.778, 2.025)

SMILES string: N/C=C(Cl)/C=N/O
Total charge: 0
HOMO in eV: -8.2
2S+1: 1

---

Most favorable structure: 1. The second most favorable one is 0.0178 hartree above it.

---

--- 1 ---
An isolated ion of composition C4H10N3O and charge +1. Source: the Open Molecules 2025 dataset; level of theory: ωB97M-V/def2-TZVPD.

Atoms and positions in Å:
C (0.226, 1.123, -0.119)
C (-0.709, 0.224, -0.797)
C (-1.265, -0.875, 0.227)
C (2.041, -0.417, -0.385)
N (-0.503, -2.053, 0.354)
N (1.481, 0.729, 0.135)
N (-0.180, 2.294, 0.332)
O (3.263, -0.511, 0.094)
H (-1.554, 0.781, -1.195)
H (-0.203, -0.311, -1.598)
H (-1.373, -0.413, 1.210)
H (-2.257, -1.151, -0.136)
H (-0.426, -2.588, -0.499)
H (0.397, -1.952, 0.804)
H (2.082, 1.337, 0.706)
H (-1.126, 2.613, 0.177)
H (0.441, 2.926, 0.819)
H (3.730, -1.283, -0.261)

Total charge: +1
HOMO in eV: -12.8
2S+1: 1

---

--- 2 ---
An isolated ion of composition C4H10N3O and charge +1. Source: the Open Molecules 2025 dataset; level of theory: ωB97M-V/def2-TZVPD.

Atoms and positions in Å:
C (0.742, 1.160, 0.926)
C (-0.755, -0.078, -2.152)
C (-0.252, 1.087, 3.075)
C (0.262, -2.330, -2.705)
N (0.412, 1.109, -0.485)
N (-0.140, 0.203, -1.071)
N (0.224, 0.394, 1.960)
O (-0.648, -1.175, -2.911)
H (1.812, 1.048, 1.033)
H (0.246, 2.242, 1.078)
H (-1.581, 0.599, -2.407)
H (-1.184, 1.818, 2.812)
H (-0.548, 0.347, 3.813)
H (0.324, 1.816, 3.457)
H (0.574, -2.561, -1.602)
H (1.117, -2.144, -3.364)
H (-0.214, -3.173, -3.145)
H (-0.391, -0.361, 1.686)

SMILES string: CNCN=[N+]=COC
Total charge: +1
HOMO (spin up / spin down) in eV: -12.9 / -12.9
2S+1: 1

---

Most favorable structure: 1. The second most favorable one is 0.1556 hartree above it.

---

--- 1 ---
A 2-piece molecular cluster, CH8N5 overall. Source: the Open Molecules 2025 dataset; level of theory: ωB97M-V/def2-TZVPD.

Atoms and positions in Å:
C (1.101, -0.017, -0.109)
N (0.087, -0.747, -0.375)
N (0.938, 1.304, 0.076)
N (2.294, -0.512, 0.191)
N (-2.675, -0.174, 0.302)
N (-1.790, 0.447, -0.388)
H (0.370, -1.658, -0.493)
H (-0.062, 1.428, -0.047)
H (1.594, 2.048, 0.151)
H (3.091, 0.004, 0.509)
H (2.488, -1.502, 0.177)
H (-2.455, 0.244, 1.252)
H (-2.978, -1.103, 0.198)
H (-2.004, 0.238, -1.444)

Total charge: +1
HOMO in eV: -13.6
2S+1: 1

---

--- 2 ---
An isolated ion of composition CH8N5 and charge +1. Source: the Open Molecules 2025 dataset; level of theory: ωB97M-V/def2-TZVPD.

Atoms and positions in Å:
C (1.065, -0.219, -0.166)
N (1.440, -0.069, -1.325)
N (1.652, -0.787, 0.855)
N (-0.788, 1.229, 0.897)
N (-0.562, -0.006, 0.451)
N (-1.399, -0.199, -0.799)
H (0.752, 0.140, -2.022)
H (1.085, -1.110, 1.591)
H (-1.231, -1.186, -0.892)
H (-0.960, 1.155, 1.910)
H (-0.088, 1.968, 0.686)
H (-1.126, 0.283, -1.559)
H (2.542, -1.249, 0.780)
H (-2.380, 0.049, -0.406)

SMILES string: [H]/N=C(/N)N(N)[NH3+]
Total charge: +1
HOMO in eV: -14.2
2S+1: 1

---

Most favorable structure: 1. The second most favorable one is 0.0241 hartree above it.